Entry 1:
Density functional theory data (wB97M-V/def2-TZVPD) for a structure of composition C19H32ClINP2SV.

XYZ file:
```
58
Properties=species:S:1:pos:R:3:nbo_charge:R:1
C -1.474 -0.430 -1.480 -0.746
I 1.999 -0.697 -1.536 0.374
H -2.004 -0.169 -2.398 0.282
H -1.865 0.289 -0.702 0.300
H -1.892 -1.079 -0.689 0.321
V 0.221 1.614 2.757 0.802
P 0.271 2.572 -0.011 0.772
C -0.081 3.604 1.422 -0.957
C 1.819 3.177 -0.767 -0.941
H 1.848 4.242 -0.903 0.248
H -0.980 3.957 -1.722 0.261
H 2.068 2.695 -1.733 0.263
H -0.612 2.384 -2.358 0.251
H 0.812 3.744 2.052 0.249
H 2.651 2.907 -0.089 0.244
C -0.895 2.913 -1.433 -0.931
H -0.456 4.561 1.059 0.302
H -1.893 2.537 -1.201 0.237
H -0.862 3.138 2.028 0.236
P 0.103 -2.542 -0.024 0.738
C -0.349 -3.484 1.440 -0.942
C -1.010 -2.957 -1.436 -0.926
H 1.842 -3.059 -1.611 0.218
H 1.351 -4.569 -0.688 0.244
H 2.374 -3.254 0.126 0.235
C 1.572 -3.512 -0.603 -0.930
H -0.713 -2.363 -2.321 0.227
H -0.942 -4.015 -1.622 0.243
H -0.252 -4.519 1.100 0.241
H -1.368 -3.211 1.740 0.245
H -2.055 -2.754 -1.165 0.223
H 0.369 -3.231 2.236 0.256
Cl -0.007 0.304 -1.357 0.386
N -0.943 0.384 2.386 -0.855
S 1.325 0.394 4.299 0.414
C -0.120 1.737 4.769 -0.232
C 0.487 2.933 5.265 -0.203
C -0.317 3.818 6.004 -0.194
C -1.696 3.722 5.976 -0.148
C -2.276 2.635 5.330 -0.214
C -1.537 1.660 4.680 -0.161
C 0.708 -1.184 4.528 -0.224
C -0.445 -1.491 5.254 -0.237
C -0.462 -2.696 5.930 -0.168
C 0.611 -3.587 5.894 -0.186
C 1.721 -3.297 5.072 -0.178
C 1.710 -2.156 4.286 -0.233
H -1.317 -0.444 2.925 0.351
H 1.578 3.061 5.036 0.243
H 0.212 4.608 6.575 0.257
H -2.293 4.514 6.535 0.263
H -3.374 2.594 5.291 0.248
H -2.028 0.981 4.042 0.249
H -1.258 -0.804 5.280 0.224
H -1.343 -2.977 6.498 0.239
H 0.637 -4.522 6.486 0.249
H 2.580 -3.964 5.004 0.243
H 2.486 -1.920 3.544 0.229
```

The total charge is +2. The frontier orbital gap (alpha / beta) comes out at 5.7 / 6.1 eV. Its spin multiplicity is 3. Its expectation value of S² is 2.138.


Entry 2:
Density functional theory data (wB97M-V/def2-TZVPD) for a structure of composition C6H6N4S.

XYZ file:
```
17
Properties=species:S:1:pos:R:3:nbo_charge:R:1
C 1.811 2.140 -0.011 0.004
C 0.526 3.010 -0.025 -0.017
C -0.780 -0.198 -0.112 0.226
C 0.071 0.995 -0.012 0.189
C -2.169 -0.699 -0.122 0.002
C 0.820 -2.046 0.345 -0.458
N 1.469 0.906 -0.128 -0.455
N -0.459 2.210 0.107 -0.399
N -1.684 -1.985 -0.291 -0.443
N -0.383 -1.511 -0.306 -0.229
S -3.584 0.063 0.091 0.084
H 2.812 2.396 -0.180 0.196
H 0.384 4.006 0.150 0.194
H 1.073 -3.065 -0.285 0.206
H 1.587 -1.166 0.249 0.295
H 0.562 -2.406 1.432 0.203
H -2.055 -2.650 -0.902 0.402
```

The total charge is 0. The frontier orbital gap (alpha / beta) comes out at 6.4 / 6.3 eV. The value obtained for the energy above the lowest of the compared OMol25 structures with the same formula, charge and spin is 124.2 kcal per mole. Its spin multiplicity is 1.


Entry 3:
Density functional theory data (wB97M-V/def2-TZVPD) for a cluster of 4 separate species, C15H39NO12P2S in total.

XYZ file:
```
70
Properties=species:S:1:pos:R:3:nbo_charge:R:1
C 1.616 -2.865 -1.120 -0.859
S 1.924 -1.619 -2.408 1.991
O 2.725 -0.526 -1.882 -0.909
O 2.736 -2.275 -3.416 -0.909
C 0.381 -0.992 -3.239 0.567
O 0.204 -1.350 -4.329 -0.446
O -0.511 -0.114 -2.664 -0.510
C -1.401 -0.764 -1.741 -0.569
P -2.129 0.505 -0.533 1.475
O -1.927 1.911 -0.978 -1.074
P -2.877 -1.666 -2.532 1.163
N -2.666 -3.363 -2.077 -1.160
O -2.790 -1.533 -4.200 -0.926
H 0.555 -3.184 -1.162 0.241
H 1.843 -2.414 -0.133 0.263
H 2.285 -3.732 -1.283 0.282
H -0.840 -1.510 -1.125 0.210
H -3.538 0.271 -0.490 -0.060
H -1.661 0.261 0.790 -0.048
H -3.208 -3.878 -2.779 0.390
H -3.159 -3.476 -1.189 0.392
H -2.257 -2.290 -4.514 0.488
C -3.094 2.838 5.418 -0.254
O -1.897 3.554 5.164 -0.549
C -0.833 2.710 4.742 -0.089
C -0.612 2.804 3.244 -0.088
O -1.705 2.248 2.521 -0.568
C -2.564 3.249 1.986 -0.257
H -3.897 3.562 5.551 0.192
H -3.353 2.177 4.587 0.176
H -2.994 2.254 6.338 0.166
H -1.013 1.673 5.045 0.172
H 0.071 3.057 5.252 0.185
H 0.275 2.218 2.982 0.182
H -0.432 3.840 2.942 0.183
H -2.072 3.751 1.149 0.191
H -2.846 3.984 2.744 0.178
H -3.468 2.763 1.618 0.184
C 0.212 2.895 -3.156 -0.250
O 1.209 3.814 -3.585 -0.556
C 1.223 3.988 -4.994 -0.088
C 0.561 5.294 -5.396 -0.088
O -0.838 5.269 -5.137 -0.552
C -1.189 5.989 -3.967 -0.254
H 0.138 2.955 -2.072 0.207
H -0.764 3.129 -3.585 0.180
H 0.502 1.879 -3.430 0.156
H 0.748 3.140 -5.498 0.175
H 2.273 4.018 -5.301 0.180
H 0.683 5.433 -6.475 0.180
H 1.037 6.140 -4.891 0.173
H -1.094 7.066 -4.146 0.162
H -0.567 5.702 -3.115 0.182
H -2.228 5.764 -3.731 0.190
C 3.816 -4.355 1.782 -0.258
O 2.483 -4.848 1.739 -0.562
C 2.403 -6.221 2.111 -0.089
C 1.884 -6.380 3.528 -0.089
O 2.819 -5.893 4.481 -0.549
C 2.465 -4.619 4.993 -0.254
H 3.782 -3.271 1.671 0.189
H 4.304 -4.593 2.729 0.186
H 4.394 -4.773 0.952 0.171
H 3.372 -6.715 1.993 0.181
H 1.696 -6.696 1.423 0.182
H 1.744 -7.446 3.733 0.187
H 0.914 -5.885 3.644 0.174
H 1.607 -4.710 5.667 0.168
H 2.229 -3.913 4.193 0.175
H 3.313 -4.234 5.559 0.193
```

The total charge is 0. The frontier orbital gap comes out at 8.3 eV. Its spin multiplicity is 1. As for the structure (SMILES): CS(=O)(=O)C(=O)O[C@@H]([PH2]=O)P(N)O.COCCOC.COCCOC.COCCOC.


Entry 4:
Density functional theory data (wB97M-V/def2-TZVPD) for a cluster of 13 separate species, C39H54N12O10S in total.

XYZ file:
```
116
Properties=species:S:1:pos:R:3:lowdin_charge:R:1
S 23.755 59.460 21.537 0.379
O 24.453 59.235 20.283 -0.378
O 23.035 58.205 21.849 -0.356
O 24.778 59.788 22.580 -0.374
O 22.730 60.434 21.481 -0.269
N 22.629 63.805 21.649 -0.026
C 23.366 64.779 22.266 -0.127
C 22.730 66.153 22.023 -0.042
C 21.648 65.815 20.947 -0.041
C 21.687 64.322 20.782 -0.110
H 22.972 62.810 21.453 0.142
H 24.308 64.592 22.709 0.076
H 23.131 67.013 22.551 0.048
H 21.155 66.614 20.565 0.012
H 21.094 63.747 20.190 0.050
N 23.393 55.687 21.654 -0.022
C 22.801 54.826 22.497 -0.152
C 23.406 53.469 22.298 -0.065
C 24.299 53.618 21.080 -0.075
C 24.271 55.012 20.750 -0.101
H 23.289 56.704 21.818 0.040
H 22.102 55.273 23.179 0.071
H 23.126 52.634 22.984 0.059
H 24.805 53.106 20.487 -0.023
H 24.827 55.624 19.915 0.124
N 26.583 57.903 19.868 -0.031
C 26.962 57.306 18.662 -0.155
C 28.181 56.418 18.806 -0.056
C 28.552 56.713 20.234 -0.077
C 27.528 57.626 20.823 -0.117
H 25.681 58.539 19.861 0.073
H 26.401 57.444 17.698 0.093
H 28.743 55.910 18.076 0.035
H 29.226 56.322 20.897 0.025
H 27.344 58.033 21.855 0.082
N 24.401 61.056 24.912 -0.054
C 25.367 60.965 25.859 -0.128
C 24.861 61.892 26.972 -0.069
C 23.615 62.612 26.470 -0.063
C 23.342 61.887 25.240 -0.163
H 24.592 60.389 23.984 0.131
H 26.330 60.423 25.688 0.099
H 25.445 62.077 27.778 0.003
H 23.004 63.384 27.002 0.080
H 22.746 62.105 24.435 0.059
N 21.386 57.980 23.863 -0.008
C 20.180 57.180 23.786 -0.073
C 19.508 57.348 25.103 -0.044
C 20.245 58.429 25.846 -0.057
C 21.434 58.646 25.040 -0.149
H 22.230 57.987 23.278 0.058
H 19.984 56.615 22.940 0.038
H 18.667 57.015 25.397 -0.014
H 20.070 58.720 26.827 0.043
H 22.327 59.428 25.019 0.133
N 26.041 58.149 24.090 -0.098
C 27.420 58.123 24.217 -0.243
C 27.768 57.015 25.068 -0.138
C 26.431 56.268 25.361 -0.101
C 25.381 57.117 24.601 -0.155
H 25.590 59.075 23.361 0.115
H 27.951 59.096 24.087 0.100
H 28.910 56.549 25.453 0.131
H 26.024 55.173 25.718 0.097
H 24.215 57.087 24.528 0.118
N 23.397 58.000 18.198 -0.019
C 22.666 56.854 18.184 -0.140
C 22.192 56.573 16.756 -0.075
C 22.788 57.609 15.914 -0.102
C 23.441 58.546 16.822 -0.110
H 23.902 58.615 19.035 0.113
H 22.229 56.481 19.247 0.126
H 21.669 55.745 16.590 0.011
H 22.743 57.721 14.813 0.079
H 24.046 59.463 16.910 0.065
N 25.204 61.017 18.298 -0.074
C 25.984 60.770 17.324 -0.136
C 25.805 62.046 16.414 -0.041
C 25.004 63.034 17.204 -0.050
C 24.713 62.259 18.456 -0.126
H 25.236 60.268 19.118 0.141
H 26.520 59.942 17.177 0.051
H 26.009 62.233 15.375 0.041
H 24.596 63.936 16.791 0.062
H 24.093 62.684 19.223 0.080
N 26.962 61.065 22.170 -0.031
C 27.413 61.963 23.088 -0.085
C 28.820 62.341 22.540 -0.077
C 28.831 61.851 21.101 -0.088
C 27.594 60.966 20.870 -0.038
H 26.213 60.518 22.390 0.000
H 26.890 62.156 24.032 0.081
H 29.615 62.880 22.982 0.027
H 29.797 62.022 20.484 0.085
H 27.289 60.408 20.006 0.058
C 19.665 60.631 22.349 0.092
N 18.636 61.757 22.317 -0.409
O 17.778 61.942 21.566 0.110
O 18.726 62.408 23.388 0.000
H 19.971 60.479 23.265 0.042
H 20.524 60.950 22.163 -0.014
H 19.288 59.878 21.596 0.116
C 19.990 57.616 20.373 0.000
N 19.429 57.478 19.004 -0.401
O 19.217 56.311 18.588 0.028
O 19.188 58.542 18.400 0.046
H 20.736 58.385 20.416 0.066
H 20.317 56.571 20.677 0.109
H 19.040 57.858 20.962 0.119
C 21.331 60.933 18.282 0.034
N 20.273 61.762 17.730 -0.381
O 19.164 61.855 18.308 0.036
O 20.467 62.172 16.602 0.066
H 21.172 60.533 19.268 0.089
H 22.191 61.360 18.261 0.015
H 21.496 60.074 17.782 0.052
```

The total charge is -2. The frontier orbital gap comes out at 7.2 eV. The value obtained for the energy above the lowest of the compared OMol25 structures with the same formula, charge and spin is 37.2 kcal per mole. Its spin multiplicity is 1.


Asked for E across the records above, the calculation gives -3579.75434; -849.28068; -2633.22617; -3325.28460 Ha in order.
Asked for maximum force across the records above, the calculation gives 5.24; 6.24; 5.14; 11.92 eV/A in order.